1.
The following is a DFT calculation (ωB97M-V/def2-TZVPD) of one molecule with the formula C7H12N2 at a distorted geometry.

The geometry in XYZ format:
```
21
Properties=species:S:1:pos:R:3:lowdin_charge:R:1
C -1.4375 -0.7584 -1.3388 -0.0583
C 0.7702 0.2596 1.9317 -0.0580
C 2.0150 0.3502 -1.4920 -0.0627
C -0.4440 -0.4754 -0.2937 -0.1824
C -0.2177 -0.0546 0.8806 -0.1989
C 1.3256 -0.7980 -0.8232 -0.3249
C -2.3823 1.4146 1.3113 -0.1591
N -1.8988 0.2712 1.5438 0.0147
N 1.8285 -1.9516 -0.7226 0.1161
H 1.2379 -2.6083 -0.2026 0.0603
H -1.5425 -1.8370 -1.4905 0.0885
H -2.4132 -0.3546 -1.0575 0.0717
H -1.1389 -0.3026 -2.2880 0.0844
H 0.2928 0.1115 2.9050 0.0808
H 1.6434 -0.3957 1.8878 0.0808
H 1.0820 1.3059 1.8702 0.0876
H 2.6292 0.0033 -2.3293 0.0797
H 2.6501 0.8724 -0.7704 0.0802
H 1.2879 1.0657 -1.8836 0.0728
H -3.3273 1.7457 1.7840 0.0577
H -1.9606 2.1360 0.5777 0.0690
```

Calculated values
Frontier orbital gap   0.3246 Ha
Structure (SMILES)   [H]/N=C(C)\C(C)=C(/C)N=C
HOMO   -7.957 eV
ΔE to the lowest compared entry with this formula, charge and spin   380.4 kJ/mol
Strongest force on any atom   6.92 eV Å⁻¹
Net charge   0
Multiplicity   1

---

2.
The following is a DFT calculation (ωB97M-V/def2-TZVPD) of a 2-piece molecular cluster, C4H12NO3 overall at a distorted geometry.

The geometry in XYZ format:
```
20
Properties=species:S:1:pos:R:3:lowdin_charge:R:1
C -0.1076 -1.7405 -0.2609 -0.1162
N 0.9184 -0.6684 -0.2026 -0.1171
C 0.4104 0.4735 0.5796 -0.3277
C -0.5636 1.3246 -0.1889 -0.2218
O -1.9814 1.1536 0.0528 -0.1171
C 0.0421 -0.0124 2.1292 -0.4585
O 0.8601 -1.0355 2.3606 -0.3402
H -0.6503 -1.6896 0.6724 0.0502
H -0.7700 -1.4255 -1.0748 0.0633
H 0.3280 -2.7095 -0.4680 0.0691
H 1.7383 -0.9852 0.2993 0.0816
H 1.3354 1.0266 0.7717 0.1219
H -0.4783 2.3696 0.1350 0.1101
H -0.4389 1.3466 -1.2712 0.0771
H -2.1865 0.2414 0.2776 0.0482
H 0.1654 0.8176 2.8430 0.0803
H -1.0683 -0.2018 1.9809 0.0669
H 0.0893 0.6164 -3.2285 0.0148
H 1.3410 0.2923 -2.3244 0.0099
O 1.0164 0.8062 -3.0826 -0.0947
```

Calculated values
Frontier orbital gap   0.2391 Ha
HOMO   -2.772 eV
ΔE to the lowest compared entry with this formula, charge and spin   181.9 kJ/mol
Strongest force on any atom   2.45 eV Å⁻¹
Net charge   -1
Multiplicity   1

---

3.
The following is a DFT calculation (ωB97M-V/def2-TZVPD) of a 9-piece molecular cluster, C21H43FN11O19 overall at a distorted geometry.

The geometry in XYZ format:
```
95
Properties=species:S:1:pos:R:3:lowdin_charge:R:1
C 0.8045 -4.6165 -0.2568 0.0831
C 0.3132 -3.4190 -0.6360 -0.1109
N 0.2425 -2.2991 0.2875 0.0063
C -0.6273 -2.4355 1.3455 0.0279
N -0.5036 -1.2506 1.9790 -0.0145
C -1.3820 -1.1011 3.1688 -0.0122
C -2.8804 -1.3701 2.8412 -0.4464
O -3.3818 -2.3524 3.3421 0.0892
N -3.6811 -0.5209 2.0523 -0.1195
C -2.9910 -0.0558 0.8062 -0.0573
C -4.9041 -1.2314 1.5559 -0.0560
C 0.3865 -0.3457 1.4291 -0.0986
C 0.6779 1.0693 1.9427 -0.0440
C 2.2324 1.3364 1.8945 -0.2265
O 2.7544 1.8428 3.1170 -0.0554
C 0.8697 -1.0724 0.2947 -0.1004
C 1.8681 -0.5757 -0.7551 0.0157
C 3.3584 -0.9437 -0.4451 -0.4094
O 3.5687 -1.7036 0.4335 0.1413
F 4.4113 -0.4266 -1.1273 0.1225
H 1.6059 -4.6273 0.5067 0.0895
H 0.3556 -5.5074 -0.7306 0.0881
H -0.0979 -3.2455 -1.6554 0.1359
H -1.2611 -3.3104 1.5508 0.1885
H -1.2056 -0.1316 3.6950 0.1262
H -1.0470 -1.8818 3.8932 0.1277
H -2.6243 -0.9581 0.2406 0.0991
H -3.6694 0.5655 0.1885 0.0949
H -2.0631 0.5145 1.0690 0.0761
H -4.6754 -2.2652 1.2015 0.1043
H -5.6430 -1.2096 2.3859 0.1000
H -5.3453 -0.6975 0.6792 0.0891
H 0.0926 1.8429 1.3841 0.1157
H 0.3421 1.1211 3.0040 0.1196
H 2.7294 0.3508 1.7260 0.0914
H 2.5076 2.0259 1.0610 0.1188
H 2.4918 2.7780 3.1442 0.0546
H 1.5831 -1.0396 -1.7308 0.1022
H 1.7046 0.5247 -0.8857 0.1228
C 2.8649 -2.0218 3.2945 0.0505
N 2.1327 -2.3646 4.5422 -0.4210
O 2.6312 -3.1805 5.2807 0.1089
O 1.0686 -1.7900 4.7295 0.0349
H 3.7827 -2.5999 3.2562 0.1085
H 2.2178 -2.2704 2.4576 0.0705
H 3.0811 -0.9563 3.3238 0.0954
C 3.0787 -0.3354 -5.6478 0.0666
N 2.3694 -0.6862 -4.3872 -0.4063
O 2.8813 -1.5121 -3.6527 0.0490
O 1.3133 -0.1204 -4.1687 0.0499
H 4.0043 -0.9137 -5.7108 0.0501
H 2.4115 -0.5791 -6.4731 0.1078
H 3.2919 0.7309 -5.6153 0.1120
C -3.4540 1.7626 5.2814 0.0593
N -3.1526 2.7329 4.1937 -0.4358
O -3.5259 3.8770 4.3423 0.0805
O -2.5482 2.3054 3.2239 0.0329
H -3.9905 2.2795 6.0710 0.1015
H -4.0646 0.9702 4.8526 0.0991
H -2.5056 1.3752 5.6479 0.1024
C -0.5050 5.3470 4.4267 0.0600
N 0.8964 4.8438 4.4322 -0.4198
O 1.4281 4.6772 5.5025 0.1166
O 1.4136 4.6331 3.3400 0.0180
H -0.8282 5.4869 5.4535 0.1041
H -0.5121 6.2914 3.8871 0.1105
H -1.1202 4.6021 3.9249 0.0716
C 5.7261 -3.9455 -4.3523 0.0553
N 5.9198 -2.9539 -5.4436 -0.4178
O 5.4646 -1.8330 -5.2716 0.0173
O 6.5160 -3.3294 -6.4267 0.0984
H 5.1796 -3.4698 -3.5431 0.0866
H 5.1613 -4.7786 -4.7640 0.1045
H 6.7115 -4.2633 -4.0203 0.1046
C -1.7190 -0.6693 -5.4177 0.0332
N -1.7211 -1.5780 -6.5952 -0.4463
O -0.6842 -1.6832 -7.2257 0.0576
O -2.7621 -2.1528 -6.8438 0.0664
H -0.7320 -0.2297 -5.3185 0.0695
H -2.4655 0.0977 -5.5935 0.0800
H -1.9657 -1.2658 -4.5427 0.0908
C -5.6386 1.0230 -3.2847 0.0539
N -4.2132 0.6012 -3.3491 -0.4316
O -3.9015 -0.4242 -2.7683 0.0462
O -3.4581 1.3134 -3.9794 0.0601
H -6.1903 0.2981 -2.6940 0.0943
H -5.6685 2.0054 -2.8191 0.1039
H -6.0159 1.0587 -4.3040 0.1073
C 0.9005 4.8540 0.2092 0.0500
N 0.5058 3.6992 -0.6438 -0.4403
O 1.3895 2.9392 -1.0083 0.0369
O -0.6714 3.5922 -0.9146 0.0761
H 1.9739 4.8193 0.3693 0.1003
H 0.6180 5.7642 -0.3149 0.1088
H 0.3667 4.7582 1.1509 0.0768
```

Calculated values
Frontier orbital gap   0.3622 Ha
HOMO   -12.572 eV
Strongest force on any atom   3.64 eV Å⁻¹
Net charge   +1
Multiplicity   1

---

4.
The following is a DFT calculation (ωB97M-V/def2-TZVPD) of one molecule with the formula C5H9N3 at a distorted geometry.

The geometry in XYZ format:
```
17
Properties=species:S:1:pos:R:3:lowdin_charge:R:1
C -1.1344 -1.1850 0.1663 -0.1741
C -1.0322 1.1909 -0.0836 -0.1842
C 0.3659 0.6653 0.2095 -0.2443
C 1.7940 1.0473 -0.1024 -0.1242
C 0.3910 -0.8183 -0.3544 -0.2406
H -1.2733 -1.2376 1.2535 0.0979
H -1.4169 -2.2444 -0.2244 0.1330
H -2.7640 -0.0007 -0.4012 0.1234
H -1.1888 1.9185 -0.9731 0.1391
H -1.4669 1.6694 0.7599 0.0867
H 0.4616 0.6263 1.3270 0.1519
H 2.4085 2.0146 -0.0437 0.1301
H 2.0235 -1.6966 0.6977 0.1243
H 0.3185 -0.7536 -1.5241 0.1734
N -1.7484 -0.0352 -0.3751 -0.1207
N 2.5193 -0.0057 -0.2196 0.0043
N 1.7424 -1.1551 -0.1125 -0.0760
```

Calculated values
Frontier orbital gap   0.3429 Ha
Structure (SMILES)   C1=NN[C@H]2CNC[C@H]12
HOMO   -8.335 eV
ΔE to the lowest compared entry with this formula, charge and spin   351.5 kJ/mol
Strongest force on any atom   3.72 eV Å⁻¹
Net charge   0
Multiplicity   1

---

5.
The following is a DFT calculation (ωB97M-V/def2-TZVPD) of C36H64N11SiV as an isolated structure at a distorted geometry.

The geometry in XYZ format:
```
113
Properties=species:S:1:pos:R:3:lowdin_charge:R:1
V -0.2322 -0.3762 0.3037 0.7313
C 4.5528 1.8979 -0.9309 -0.0522
N 3.7281 0.7493 -0.6206 -0.1543
C 4.4541 -0.4147 -0.1603 -0.0329
C 2.3680 0.7700 -0.7323 -0.3878
N 1.5612 0.3311 0.2186 -0.0598
C 2.1143 0.2485 1.5616 -0.1929
C 1.0595 0.6959 2.5862 -0.1198
N -0.2968 0.2963 2.1782 -0.2730
C -1.2118 1.4317 2.3694 -0.1404
C -1.0937 2.4721 1.2525 -0.2147
N -1.8409 1.9946 0.1043 0.0503
C -2.7235 2.7905 -0.4213 -0.3845
N -3.7058 2.2793 -1.2143 -0.1458
C -4.3892 3.0589 -2.2216 -0.0445
C -4.2207 0.9461 -1.0286 -0.0471
N -2.7240 4.1527 -0.2299 -0.1786
C -1.5328 4.9494 -0.4022 -0.0510
C -3.9197 4.9101 0.0651 -0.0488
C -0.8293 -0.8624 2.8969 -0.1512
C -2.0438 -1.4306 2.1322 -0.1893
N -1.8848 -1.2422 0.7005 -0.1031
C -2.4755 -2.0589 -0.1486 -0.3886
N -2.1730 -1.9669 -1.4691 -0.0944
C -3.0265 -2.5396 -2.4941 -0.0172
C -1.2479 -0.9820 -1.9845 -0.0472
N -3.3554 -3.0441 0.2071 -0.1531
C -4.4582 -2.8445 1.1247 -0.0350
C -3.2049 -4.4144 -0.2470 -0.0438
N 1.8615 1.2003 -1.9139 -0.1164
C 2.6833 1.2731 -3.1040 -0.0344
C 0.6126 1.9178 -2.0418 -0.0456
H 5.1677 2.1182 -0.0548 0.1034
H 3.9281 2.7649 -1.1246 0.0739
H 5.2211 1.7152 -1.7764 0.0987
H 5.3609 -0.5123 -0.7563 0.1073
H 3.8438 -1.3027 -0.3143 0.0758
H 4.7523 -0.3457 0.8891 0.0988
H 2.9753 0.9188 1.6638 0.1224
H 2.4319 -0.7792 1.7760 0.0843
H 1.0982 1.7883 2.6296 0.1112
H 1.3103 0.3032 3.5791 0.1474
H -1.0265 1.9000 3.3460 0.1440
H -2.2418 1.0719 2.3620 0.1223
H -0.0369 2.6306 0.9996 0.0647
H -1.4975 3.4182 1.6348 0.1247
H -3.7861 3.9183 -2.5007 0.0948
H -5.3717 3.4036 -1.8822 0.0965
H -4.5329 2.4358 -3.1074 0.0954
H -3.6305 0.4385 -0.2676 0.0598
H -4.1785 0.3837 -1.9657 0.0842
H -5.2694 0.9885 -0.7131 0.1031
H -0.6710 4.3122 -0.5810 0.0665
H -1.3453 5.5680 0.4809 0.0949
H -1.6561 5.6169 -1.2599 0.0990
H -4.7469 4.2428 0.2908 0.0969
H -4.2057 5.5817 -0.7497 0.0946
H -3.7332 5.5245 0.9514 0.0978
H -1.1373 -0.5867 3.9166 0.1493
H -0.0485 -1.6226 2.9675 0.1026
H -2.9539 -0.9243 2.4759 0.1159
H -2.1398 -2.4927 2.3854 0.1213
H -3.9996 -2.7972 -2.0876 0.0985
H -2.5714 -3.4284 -2.9355 0.1056
H -3.1780 -1.8052 -3.2851 0.1004
H -1.7343 -0.0004 -2.0641 0.0977
H -0.9261 -1.3091 -2.9770 0.1265
H -0.3312 -0.8947 -1.3689 0.0110
H -4.6260 -1.7852 1.2976 0.0900
H -4.3005 -3.3550 2.0782 0.0997
H -5.3624 -3.2595 0.6722 0.1044
H -2.3097 -4.5174 -0.8524 0.0733
H -4.0744 -4.7565 -0.8126 0.1007
H -3.1049 -5.0590 0.6307 0.1063
H 3.4585 0.5112 -3.0777 0.1019
H 3.1484 2.2525 -3.2324 0.0969
H 2.0447 1.0914 -3.9692 0.1000
H 0.8219 2.9839 -2.1866 0.1026
H -0.0053 1.7903 -1.1523 0.0353
H 0.0755 1.5545 -2.9215 0.0979
C 4.1499 6.1045 1.7056 -0.0773
C 2.6987 5.9186 1.2517 -0.2168
C 2.3934 4.5500 0.9536 -0.1849
N 2.1360 3.4618 0.7006 0.2098
H 4.3485 7.1608 1.8673 0.0849
H 4.8420 5.7362 0.9517 0.0803
H 4.3325 5.5722 2.6354 0.0834
H 2.5079 6.5076 0.3492 0.1287
H 2.0071 6.2573 2.0300 0.1288
C 1.3390 -4.4602 -3.7965 -0.0703
C 1.7775 -3.1842 -3.4801 -0.0800
C 1.5801 -2.6817 -2.2052 -0.1388
C 0.9481 -3.4387 -1.2211 -0.3181
C 0.5352 -4.7277 -1.5551 -0.1141
C 0.7282 -5.2379 -2.8268 -0.0691
Si 0.5926 -2.7864 0.5368 0.7960
C 1.7918 -3.4909 1.8489 -0.3163
C 1.2636 -4.3542 2.8104 -0.1251
C 2.0654 -4.9688 3.7539 -0.0711
C 3.4229 -4.7003 3.7880 -0.0666
C 3.9703 -3.8423 2.8492 -0.0698
C 3.1661 -3.2651 1.8824 -0.1187
H 1.4804 -4.8506 -4.7925 0.1106
H 2.2742 -2.5835 -4.2286 0.1046
H 1.9276 -1.6794 -1.9712 0.0749
H 0.0690 -5.3477 -0.8019 0.0982
H 0.4044 -6.2418 -3.0618 0.1117
H -0.6193 -3.5999 0.8901 0.0092
H 0.2055 -4.5712 2.7962 0.0842
H 1.6360 -5.6697 4.4546 0.1104
H 4.0492 -5.1699 4.5295 0.1111
H 5.0318 -3.6454 2.8507 0.1088
H 3.6329 -2.6581 1.1239 0.0667
```

Calculated values
Expectation value of S²   2.054
Frontier orbital gap (alpha / beta)   0.2825 / 0.2939 Ha
HOMO (alpha / beta)   -12.745 / -12.403 eV
ΔE to the lowest compared entry with this formula, charge and spin   113.5 kJ/mol
Strongest force on any atom   1.75 eV Å⁻¹
Net charge   +2
Multiplicity   3